Entry 1:
This record from the Open Molecules 2025 dataset describes one molecule with the formula C18H19Cl3N2O5S in a non-equilibrium geometry. The level of theory is ωB97M-V with the def2-TZVPD basis set.

CARTESIAN COORDINATES (ANGSTROEM)
H: -3.04 -4.16 1.55
Cl: -3.92 3.54 0.24
H: 3.00 -0.14 -0.85
C: 0.67 -1.59 -1.42
N: 2.26 -0.07 -0.17
Cl: -2.24 2.02 -1.57
H: -1.89 -4.89 -0.99
H: 7.24 0.14 1.74
N: -0.56 -1.32 -0.86
H: -0.27 -4.17 -0.93
C: -2.82 2.16 0.10
C: 6.64 0.43 0.89
O: 1.40 1.19 1.50
H: 3.33 2.77 1.09
H: -1.92 -2.47 -1.92
H: -4.47 0.78 -0.14
C: 4.62 1.43 0.03
Cl: -1.42 2.40 1.18
H: -0.90 -5.03 0.47
O: 1.00 -1.94 -2.51
H: -3.87 0.94 1.54
C: 2.22 1.02 0.62
H: 2.94 2.58 -0.63
C: -1.18 -4.38 -0.36
H: 8.03 -0.29 -0.56
C: -2.95 -1.01 -0.76
C: 1.39 -1.21 -0.11
C: -1.78 -3.09 0.18
O: -3.89 -0.92 -1.49
S: -0.60 -2.44 1.55
C: -0.03 -1.04 0.45
C: -3.58 0.89 0.49
C: 5.42 1.05 1.10
C: 5.07 1.18 -1.26
C: 3.28 2.06 0.27
H: 1.89 -2.09 0.34
H: -3.44 -2.45 1.41
H: 6.64 0.38 -2.48
C: 6.30 0.56 -1.48
C: -1.81 -2.01 -0.93
H: 4.47 1.47 -2.11
O: -2.74 -0.23 0.32
H: -0.30 -0.09 0.90
C: 7.08 0.19 -0.40
H: -3.88 -3.57 0.11
O: 0.51 -3.38 1.59
C: -3.12 -3.33 0.85
H: 5.07 1.23 2.11

## Properties
LUMO: 0.018 Eh
frontier orbital gap: 9.7 eV
highest occupied orbital energy: -9.2 eV
energy relative to the best compared isomer or geometry (same formula, charge and spin): 0.1720 eV

---

Entry 2:
This record from the Open Molecules 2025 dataset describes C18H19ClGaOP as an isolated structure in a non-equilibrium geometry. The level of theory is ωB97M-V with the def2-TZVPD basis set.

CARTESIAN COORDINATES (ANGSTROEM)
H: 1.49 1.98 1.93
O: 4.47 0.31 1.82
P: 0.18 -0.35 0.69
H: 5.16 0.00 1.21
C: 1.09 -3.27 -2.04
Ga: 2.15 -0.66 1.92
C: -0.03 1.46 0.47
C: -1.51 -0.92 1.14
H: 3.14 1.56 -2.42
H: 4.87 0.25 2.71
H: -5.27 -1.71 1.83
C: 1.33 -2.56 -3.22
H: 3.29 0.91 -2.77
C: -2.14 -0.40 2.30
C: -3.62 -1.94 0.46
C: 1.04 -1.19 -3.28
C: -0.14 4.21 -0.09
C: -1.06 1.97 -0.34
C: -1.07 3.33 -0.66
C: 0.78 3.71 0.84
H: -1.84 1.31 -0.71
C: 0.40 -1.19 -0.95
H: 1.25 -0.65 -4.19
H: -4.01 -0.21 3.38
C: 0.53 -0.52 -2.17
C: 0.82 2.35 1.14
H: 1.48 4.38 1.34
H: -1.81 3.71 -1.37
H: 0.38 -3.13 0.00
C: -2.25 -1.72 0.25
C: -4.23 -1.46 1.63
H: -4.19 -2.49 -0.29
H: -1.79 -2.09 -0.67
Cl: 2.30 -0.33 4.08
H: 1.76 -3.08 -4.08
H: 1.31 -4.33 -1.96
H: 0.30 0.55 -2.21
H: -1.55 0.20 3.00
C: -3.49 -0.66 2.53
C: 0.59 -2.59 -0.92
H: -0.13 5.27 -0.36

## Properties
LUMO: -0.365 Eh
frontier orbital gap: 5.6 eV
total charge: +2
highest occupied orbital energy: -15.6 eV

---

Entry 3:
This record from the Open Molecules 2025 dataset describes C18H19ClInOP as an isolated structure in a non-equilibrium geometry. The level of theory is ωB97M-V with the def2-TZVPD basis set.

CARTESIAN COORDINATES (ANGSTROEM)
C: 0.52 4.32 0.70
C: 0.76 2.97 0.94
C: -2.11 -2.04 -1.80
H: 0.65 -4.14 -0.79
C: -0.55 4.72 -0.13
H: 0.01 -1.58 -1.71
H: 3.11 0.40 -3.38
C: -3.36 -1.91 -1.20
H: 1.17 5.07 1.16
H: -2.51 0.17 1.34
H: -4.48 -0.96 0.42
H: 1.58 2.67 1.61
H: 4.94 -0.91 -2.32
H: -0.08 -4.30 -0.86
C: 1.86 0.34 -1.60
Cl: -1.36 -0.21 3.69
H: -2.19 4.05 -1.40
C: -3.52 -1.08 -0.09
C: -1.13 -0.59 -0.16
C: -0.98 -1.39 -1.30
In: -0.11 -1.96 2.27
H: 1.08 0.94 -2.05
H: -1.74 1.64 -1.01
C: 1.74 -0.10 -0.27
H: 4.78 -1.66 0.03
H: -0.43 -3.69 5.31
C: 3.01 0.04 -2.34
H: -1.51 -2.57 5.13
C: -1.37 3.76 -0.74
C: -1.12 2.40 -0.52
H: -1.99 -2.68 -2.67
C: -0.07 1.99 0.34
P: 0.28 0.25 0.72
O: -1.01 -3.27 4.62
H: 2.71 -1.12 1.37
C: 2.80 -0.81 0.33
C: 4.05 -0.67 -1.74
H: -0.72 5.78 -0.32
C: -2.41 -0.41 0.41
C: 3.95 -1.10 -0.41
H: -4.24 -2.39 -1.62

## Properties
LUMO (spin up / spin down): -0.384 / -0.401 Eh
frontier orbital gap (spin up / spin down): 5.2 / 4.8 eV
total charge: +2
highest occupied orbital energy (spin up / spin down): -15.7 / -15.7 eV

---

Entry 4:
This record from the Open Molecules 2025 dataset describes C18H19ClN4O as an isolated structure in a non-equilibrium geometry. The level of theory is ωB97M-V with the def2-TZVPD basis set.

CARTESIAN COORDINATES (ANGSTROEM)
N: 1.08 0.21 0.03
O: -1.41 -4.49 1.34
C: 3.89 -0.36 0.03
H: -2.62 -2.10 0.84
N: -1.16 -1.06 -0.50
C: -4.39 2.15 0.45
H: 6.59 2.09 0.15
C: -1.69 -3.41 -0.93
H: -0.59 -4.98 -0.23
H: -0.21 -1.38 -0.25
N: 0.02 0.71 0.00
H: 4.24 3.05 0.11
H: -2.31 -5.11 1.10
H: -5.43 2.24 0.00
C: 5.11 -0.73 0.13
C: 2.07 1.19 -0.09
C: -2.29 -2.18 -0.13
H: -2.98 -1.75 -0.69
C: 1.51 2.56 0.19
H: -4.10 -0.04 0.73
H: -4.08 0.66 -1.33
H: -3.43 3.98 0.74
C: -3.37 3.17 0.20
C: 0.15 2.07 -0.02
C: -0.67 -4.16 0.04
H: -4.56 1.89 1.49
N: -1.04 3.16 0.06
Cl: 7.95 -0.23 0.03
H: 0.20 -3.46 0.30
C: -2.28 1.04 -0.07
H: 1.89 3.38 0.38
H: -1.20 -3.37 -2.00
H: -3.58 3.77 -0.90
H: -2.68 -4.08 -1.07
C: 5.79 1.55 0.22
C: 6.14 0.17 -0.05
H: 5.52 -1.69 -0.31
C: 4.59 1.95 0.04
C: 3.46 0.81 0.12
C: -3.76 1.01 -0.09
C: -1.28 0.27 -0.25
C: -2.16 2.68 0.10
H: 3.06 -1.19 0.10

## Properties
LUMO: 0.010 Eh
frontier orbital gap: 8.0 eV
highest occupied orbital energy: -7.8 eV
energy relative to the best compared isomer or geometry (same formula, charge and spin): 16.1201 eV

---

Entry 5:
This record from the Open Molecules 2025 dataset describes one molecule with the formula C18H19ClN4O4S3 in a non-equilibrium geometry. The level of theory is ωB97M-V with the def2-TZVPD basis set.

CARTESIAN COORDINATES (ANGSTROEM)
O: -1.47 2.28 -0.68
H: -1.07 0.23 -1.48
C: 1.59 -0.43 0.52
S: 0.68 -0.85 7.29
C: 0.43 -1.25 -1.83
H: -1.88 4.02 1.09
H: 1.32 -1.57 -6.94
C: 2.15 -1.47 -0.20
Cl: 2.33 0.06 2.00
O: -1.91 1.04 4.88
C: -1.00 2.19 0.43
H: 1.94 0.07 -6.70
H: -1.38 1.89 -5.52
N: 0.26 0.81 4.67
H: 2.54 -0.52 -4.34
C: -0.19 -1.51 8.62
H: 0.93 1.23 -4.82
C: 0.43 0.22 0.06
C: -1.08 0.84 -5.53
C: -0.76 0.53 5.42
H: 3.04 -1.96 0.17
H: -0.78 0.56 -6.53
C: 1.57 -1.88 -1.39
H: 0.34 -2.06 9.37
C: 1.81 -1.12 -4.90
C: -1.87 -0.49 7.42
H: -1.92 0.23 -5.23
H: 0.27 1.33 1.78
C: -0.78 -0.20 6.63
C: -0.15 -0.21 -1.12
N: -0.09 1.26 0.83
S: -2.56 2.46 2.72
H: 3.04 -1.31 -6.65
C: 0.06 0.62 -4.55
C: -1.46 1.64 3.76
H: -0.49 3.50 2.10
C: -1.52 -1.24 8.56
H: 1.93 -2.17 -4.62
H: 1.98 -2.69 -1.97
O: 0.09 -3.09 -3.67
S: -0.29 -1.73 -3.41
C: -1.36 3.17 1.54
N: -0.18 1.51 3.62
H: -2.87 -0.18 7.18
H: -0.25 0.92 -3.55
H: -2.23 -1.57 9.30
O: -1.68 -1.40 -3.40
N: 0.46 -0.77 -4.52
C: 2.04 -0.97 -6.40

## Properties
LUMO: -0.004 Eh
frontier orbital gap: 8.6 eV
highest occupied orbital energy: -8.7 eV

---

| no. | E (eV) |
| --- | --- |
| 1 | -80594.5429 |
| 2 | -95192.1328 |
| 3 | -47988.2735 |
| 4 | -39489.1111 |
| 5 | -78152.5470 |